A single C4H7NO molecule. Source: the Open Molecules 2025 dataset; level of theory: the ωB97M-V functional and the def2-TZVPD basis.

Structure (ORCA input):
```
! RIJCOSX wB97M-V def2-TZVPD def2/J DEFGRID3
* xyz 0 1
C 2.71 -0.31 -0.01
C -0.02 0.37 0.40
H -0.84 1.85 -1.08
H 3.59 -1.12 -0.20
H -1.32 2.08 0.71
H -0.40 -0.94 -1.00
C -0.62 -0.89 0.02
N -0.54 1.83 -0.05
H -2.15 -0.35 -0.76
H 0.13 0.12 1.46
H -0.13 -1.72 0.58
O -1.92 -0.98 0.02
C 1.49 0.07 -0.11
*
```

## Properties
Structure (SMILES): C#C[C@@H](N)CO
Largest force on an atom in hartree/bohr: 0.1253
HOMO in eV: -9.87
ΔE to the lowest compared entry with this formula, charge and spin in kcal per mole: 142.2

A single C4H7NO molecule. Source: the Open Molecules 2025 dataset; level of theory: the ωB97M-V functional and the def2-TZVPD basis.

Structure (ORCA input):
```
! RIJCOSX wB97M-V def2-TZVPD def2/J DEFGRID3
* xyz 0 1
C -0.97 0.13 -0.33
C 1.56 -1.01 -0.46
N -1.44 -0.44 -1.30
H 1.01 -1.60 -1.17
H -0.67 -1.86 0.67
C -0.33 -0.85 0.89
C -0.62 1.59 -0.10
H -1.48 2.13 0.30
H -0.34 2.04 -1.05
H -0.53 -0.56 1.92
H 2.54 -0.58 -0.63
H 0.22 1.69 0.61
O 1.04 -0.69 0.68
*
```

## Properties
Largest force on an atom in hartree/bohr: 0.0627
HOMO (alpha / beta) in eV: -7.14 / -9.01
ΔE to the lowest compared entry with this formula, charge and spin in kcal per mole: 116.1

A single C4H7NO molecule. Source: the Open Molecules 2025 dataset; level of theory: the ωB97M-V functional and the def2-TZVPD basis.

Structure (ORCA input):
```
! RIJCOSX wB97M-V def2-TZVPD def2/J DEFGRID3
* xyz 0 1
C -0.68 -0.63 -0.27
C 0.34 0.26 0.29
H -0.06 -0.05 -2.13
H 2.13 -0.82 0.74
O -0.37 1.18 0.87
H 2.13 0.06 -0.78
H -2.57 0.45 -0.13
C 1.83 0.13 0.27
H -1.99 -0.02 1.56
H 2.37 0.95 0.75
H -0.54 -1.71 -0.16
N -0.87 0.03 -1.53
C -1.72 0.15 0.53
*
```

## Properties
Largest force on an atom in hartree/bohr: 0.0323
HOMO (alpha / beta) in eV: -7.33 / -7.33
ΔE to the lowest compared entry with this formula, charge and spin in kcal per mole: 125.7

A molecular structure, C4H7NO. Source: the Open Molecules 2025 dataset; level of theory: the ωB97M-V functional and the def2-TZVPD basis.

Structure (ORCA input):
```
! RIJCOSX wB97M-V def2-TZVPD def2/J DEFGRID3
* xyz 0 1
H -2.17 1.50 0.20
C -0.08 -0.15 0.58
H -1.09 2.82 0.72
C -1.21 1.99 0.00
C 0.25 -2.06 0.55
H 0.08 -2.62 -0.37
N -0.11 1.06 0.10
H 1.88 -0.72 1.30
O -0.94 -1.16 0.76
C 1.18 -0.82 0.48
H -1.24 2.43 -1.00
H 1.08 0.55 -0.27
H 0.37 -2.73 1.40
*
```

## Properties
Largest force on an atom in hartree/bohr: 0.0080
HOMO in eV: -8.13
ΔE to the lowest compared entry with this formula, charge and spin in kcal per mole: 127.8

A molecular structure, C4H7NO. Source: the Open Molecules 2025 dataset; level of theory: the ωB97M-V functional and the def2-TZVPD basis.

Structure (ORCA input):
```
! RIJCOSX wB97M-V def2-TZVPD def2/J DEFGRID3
* xyz 0 1
C -1.26 0.26 0.64
H -2.27 0.53 0.35
H 2.01 0.69 -0.30
H 1.63 -1.04 -0.16
H -1.59 -0.29 -1.65
H 0.41 0.30 1.92
C -0.71 -0.50 -1.03
O -0.83 -1.34 -0.02
C 1.63 -0.19 -0.84
C -0.59 0.63 1.70
H -1.13 1.16 2.47
H 2.33 -0.38 -1.66
N 0.36 0.16 -1.41
*
```

## Properties
Largest force on an atom in hartree/bohr: 0.0881
HOMO (alpha / beta) in eV: -8.83 / -8.83
ΔE to the lowest compared entry with this formula, charge and spin in kcal per mole: 117.1

A single C4H7NO molecule. Source: the Open Molecules 2025 dataset; level of theory: the ωB97M-V functional and the def2-TZVPD basis.

Structure (ORCA input):
```
! RIJCOSX wB97M-V def2-TZVPD def2/J DEFGRID3
* xyz 0 1
H -1.95 0.26 0.50
C 1.05 0.41 -1.43
H 0.95 -0.24 -2.29
H 0.07 0.60 1.80
H 0.95 1.45 -1.75
O 0.03 -1.30 2.84
H 2.06 0.29 -1.02
H -1.88 -0.86 -0.94
N -0.15 -1.00 0.46
C -1.32 -0.31 -0.18
H 0.18 1.07 0.43
C 0.05 0.22 -0.31
C -0.03 -0.58 1.89
*
```

## Properties
Structure (SMILES): C[C@H]1CN1C=O
Largest force on an atom in hartree/bohr: 0.0457
HOMO in eV: -10.12
ΔE to the lowest compared entry with this formula, charge and spin in kcal per mole: 62.1

A single C4H7NO molecule. Source: the Open Molecules 2025 dataset; level of theory: the ωB97M-V functional and the def2-TZVPD basis.

Structure (ORCA input):
```
! RIJCOSX wB97M-V def2-TZVPD def2/J DEFGRID3
* xyz 0 1
H -1.54 -0.46 1.97
C -0.48 -0.33 0.03
C 0.99 -0.60 -0.29
O 1.86 -1.17 0.32
C -0.57 -0.18 1.57
H 0.16 -0.90 1.98
N 1.00 0.22 -1.38
C -0.36 0.72 -1.16
H -0.41 1.80 -0.97
H 1.81 0.73 -1.72
H -0.27 0.79 1.98
H -1.00 0.50 -2.03
H -1.19 -1.11 -0.29
*
```

## Properties
Structure (SMILES): C[C@H]1CNC1=O
Largest force on an atom in hartree/bohr: 0.0094
HOMO in eV: -9.72
ΔE to the lowest compared entry with this formula, charge and spin in kcal per mole: 27.5

A single C4H7NO molecule. Source: the Open Molecules 2025 dataset; level of theory: the ωB97M-V functional and the def2-TZVPD basis.

Structure (ORCA input):
```
! RIJCOSX wB97M-V def2-TZVPD def2/J DEFGRID3
* xyz 0 1
H 1.24 0.22 -1.71
H 1.04 0.31 1.88
H -2.03 0.38 0.04
C -0.25 -1.25 -0.88
C 1.22 0.25 0.79
H -1.41 -0.64 1.31
H 0.65 -1.84 -0.63
O 2.31 0.28 0.31
N 0.02 0.12 0.05
C 0.20 0.04 -1.44
C -1.25 0.29 0.78
H -0.49 0.69 -1.98
H -1.26 1.15 1.47
*
```

## Properties
Largest force on an atom in hartree/bohr: 0.0105
HOMO in eV: -7.99
ΔE to the lowest compared entry with this formula, charge and spin in kcal per mole: 107.2

A single C4H7NO molecule. Source: the Open Molecules 2025 dataset; level of theory: the ωB97M-V functional and the def2-TZVPD basis.

Structure (ORCA input):
```
! RIJCOSX wB97M-V def2-TZVPD def2/J DEFGRID3
* xyz 0 1
C -1.94 0.28 -0.07
H 2.50 -0.04 0.46
H 1.37 -0.12 1.83
H -2.02 1.24 0.46
H -1.90 0.46 -1.15
C 0.46 0.10 -1.70
H 1.53 -1.51 0.74
H -2.79 -0.35 0.18
N 1.29 -0.69 -1.90
C 1.52 -0.42 0.79
H 0.38 1.28 0.05
C 0.38 0.19 -0.03
O -0.78 -0.41 0.35
*
```

## Properties
Structure (SMILES): CO[C@@H](C)C#N
Largest force on an atom in hartree/bohr: 0.0461
HOMO in eV: -10.77
ΔE to the lowest compared entry with this formula, charge and spin in kcal per mole: 75.1

A molecular structure, C4H7NO. Source: the Open Molecules 2025 dataset; level of theory: the ωB97M-V functional and the def2-TZVPD basis.

Structure (ORCA input):
```
! RIJCOSX wB97M-V def2-TZVPD def2/J DEFGRID3
* xyz 0 1
H -0.76 1.46 -0.53
H -2.34 -0.46 -0.93
C -1.13 -0.42 0.69
C -0.55 0.47 -0.33
H -1.00 -1.52 -1.34
C 1.42 0.07 -0.41
C -1.35 -0.62 -0.83
H -2.03 -0.16 1.26
O 2.01 -0.52 -1.24
H 1.36 1.44 1.07
N 1.88 0.69 0.66
H 2.89 0.67 0.83
H -0.40 -1.10 1.10
*
```

## Properties
Largest force on an atom in hartree/bohr: 0.0972
HOMO in eV: -9.01
ΔE to the lowest compared entry with this formula, charge and spin in kcal per mole: 68.4

A molecular structure, C4H7NO. Source: the Open Molecules 2025 dataset; level of theory: the ωB97M-V functional and the def2-TZVPD basis.

Structure (ORCA input):
```
! RIJCOSX wB97M-V def2-TZVPD def2/J DEFGRID3
* xyz 0 1
H -0.83 -1.22 -1.02
H 0.52 -0.64 2.12
H -2.06 2.31 -0.79
O -0.78 0.79 -1.66
N -0.82 1.35 0.75
C -0.19 -0.31 -1.08
H 1.21 0.84 0.00
C 0.82 -1.01 1.15
H 1.90 -1.24 1.20
C 0.43 0.09 0.19
C -1.32 1.63 -0.35
H 0.29 -1.96 0.95
H 0.81 -0.64 -1.44
*
```

## Properties
Largest force on an atom in hartree/bohr: 0.0563
HOMO in eV: -9.94
ΔE to the lowest compared entry with this formula, charge and spin in kcal per mole: 75.7

A single C4H7NO molecule. Source: the Open Molecules 2025 dataset; level of theory: the ωB97M-V functional and the def2-TZVPD basis.

Structure (ORCA input):
```
! RIJCOSX wB97M-V def2-TZVPD def2/J DEFGRID3
* xyz 0 1
H -0.14 -1.31 0.96
C 1.17 0.04 -0.09
O 1.19 1.11 -0.91
H -2.06 -1.17 -0.62
H -1.18 0.12 -1.59
C -0.18 -0.44 0.32
C -1.29 0.55 0.58
H -1.95 0.34 1.42
N 2.32 -0.40 0.23
H 2.31 -1.20 0.84
H -1.07 1.60 0.42
H 2.16 1.20 -0.99
C -1.36 -0.34 -0.62
*
```

## Properties
Structure (SMILES): [H]/N=C(/O)C1CC1
Largest force on an atom in hartree/bohr: 0.0120
HOMO in eV: -9.91
ΔE to the lowest compared entry with this formula, charge and spin in kcal per mole: 30.5

- Which formula does entry 11 have?
  C4H7NO

- Look up the largest force on an atom of the fifth one.
  0.0881 hartree/bohr

- largest force on an atom of number 1 (C4H7NO)?
  0.1253 hartree/bohr

What did the eleventh record say?
A molecular structure, C4H7NO. Source: the Open Molecules 2025 dataset; level of theory: the ωB97M-V functional and the def2-TZVPD basis.

Structure (ORCA input):
```
! RIJCOSX wB97M-V def2-TZVPD def2/J DEFGRID3
* xyz 0 1
H -0.83 -1.22 -1.02
H 0.52 -0.64 2.12
H -2.06 2.31 -0.79
O -0.78 0.79 -1.66
N -0.82 1.35 0.75
C -0.19 -0.31 -1.08
H 1.21 0.84 0.00
C 0.82 -1.01 1.15
H 1.90 -1.24 1.20
C 0.43 0.09 0.19
C -1.32 1.63 -0.35
H 0.29 -1.96 0.95
H 0.81 -0.64 -1.44
*
```

## Properties
Largest force on an atom in hartree/bohr: 0.0563
HOMO in eV: -9.94
ΔE to the lowest compared entry with this formula, charge and spin in kcal per mole: 75.7